45
Properties=species:S:1:pos:R:3:forces:R:3 method="wB97M-V/def2-TZVPD" e_homo_ev="-8.52 / -8.99" gap_ev="8.6 / 6.2" total_charge=0 de_lowest_ev=0.000 multiplicity=5
Ir 11.086 9.424 7.169 -0.5 -0.3 -1.4
C 8.624 8.740 8.983 -0.3 1.3 -0.5
N 9.903 9.432 8.989 0.4 -0.8 1.2
C 10.800 8.869 10.081 0.1 -1.7 -2.8
C 9.646 10.848 9.207 -0.1 0.7 0.5
C 10.900 11.661 9.059 0.5 -1.1 3.0
N 11.672 11.086 8.062 1.4 -0.4 -1.8
C 12.978 11.509 7.872 1.3 1.8 -2.1
C 13.374 12.113 6.628 -0.9 0.0 0.1
F 12.460 12.332 5.644 0.3 -0.5 0.7
C 14.639 12.660 6.416 -0.4 0.2 1.4
F 14.939 13.347 5.322 -0.3 -0.1 -0.5
C 15.526 12.694 7.465 0.1 -1.8 0.8
C 15.248 11.951 8.645 -1.0 1.9 -2.0
F 16.143 11.934 9.585 1.0 -0.3 1.3
C 13.970 11.494 8.861 -1.0 -1.0 -0.1
F 13.585 10.905 10.011 0.7 0.1 0.3
H 7.992 9.292 8.303 -0.2 0.0 -0.5
H 8.144 8.932 9.928 -0.2 -0.8 0.7
H 8.724 7.745 8.618 0.0 -0.9 0.3
H 10.310 8.885 11.000 -0.9 0.2 1.6
H 11.684 9.451 10.062 0.9 0.4 0.3
H 11.077 7.794 9.810 -0.5 1.6 0.4
H 9.290 10.994 10.220 -0.5 0.0 0.3
H 8.891 11.212 8.504 0.0 -0.3 0.0
H 11.489 11.683 10.013 -0.5 -0.4 -0.4
H 10.654 12.666 8.998 -0.6 2.2 -1.0
H 16.497 13.132 7.334 0.3 0.2 0.0
F 5.235 5.709 7.112 0.7 0.0 -0.1
C 6.377 6.282 6.702 -0.1 0.9 -0.3
C 7.530 5.556 6.400 -0.2 0.4 -0.2
F 7.505 4.237 6.538 0.2 -0.2 -0.1
C 8.647 6.220 5.870 -1.3 0.8 0.5
F 9.659 5.515 5.410 0.4 -0.2 0.2
C 8.642 7.624 5.768 0.1 -0.7 -0.6
Se 10.202 8.484 5.118 0.6 0.4 0.1
C 7.471 8.329 5.995 0.5 -1.4 0.4
F 7.390 9.638 5.855 0.2 0.7 -0.1
C 6.369 7.664 6.474 -0.3 -0.3 0.2
F 5.297 8.410 6.736 -0.5 -0.3 0.2
F 13.388 6.252 8.741 0.7 -0.5 0.7
B 12.651 6.819 7.786 -1.1 0.5 -0.1
F 11.262 6.645 7.981 -0.5 -0.2 0.2
F 12.951 6.550 6.506 0.6 -0.2 -0.8
F 12.765 8.319 7.978 0.8 0.1 0.0


67
Properties=species:S:1:pos:R:3:forces:R:3 method="wB97M-V/def2-TZVPD" e_homo_ev=-10.10 gap_ev=6.3 total_charge=+1
C -0.331 -0.660 2.673 0.5 0.1 0.5
C 1.137 -1.174 2.751 -0.4 0.8 0.3
O 1.412 -2.023 1.654 0.1 -0.1 0.6
C 2.666 -2.684 1.773 0.3 -0.2 -0.6
C 3.747 -1.972 0.932 -1.2 -0.2 0.4
O 3.795 -0.615 1.340 0.6 -0.2 0.0
C 4.832 0.113 0.701 0.2 0.3 -0.5
C 4.481 0.520 -0.748 -0.2 -0.6 1.1
O 3.303 1.322 -0.741 0.7 0.1 -0.5
C 3.288 2.231 -1.859 -0.4 0.0 0.5
C 1.826 2.465 -2.213 1.0 -0.6 -0.4
C 1.083 1.407 -2.907 0.3 0.5 0.3
C 1.868 0.179 -3.260 0.4 -0.4 -0.6
I 3.102 0.369 -5.017 -0.6 0.3 0.5
C 1.829 -0.980 -2.593 0.1 0.2 0.0
C 0.970 -1.131 -1.346 0.0 -0.1 -0.7
I 3.004 -2.657 -3.225 -0.6 0.4 0.6
C -0.245 1.552 -3.224 0.3 -0.2 0.0
C -1.009 0.440 -3.926 0.5 0.1 0.9
Cl -1.318 0.943 -5.627 -0.1 -0.2 0.2
C -2.290 -0.097 -3.187 -0.6 0.7 -0.7
C -3.633 0.440 -3.705 -0.8 -0.7 0.6
Cl -2.254 0.289 -1.399 0.0 -0.2 -0.3
C -0.831 2.812 -2.861 -0.2 0.6 0.0
N -2.087 3.185 -3.106 0.0 0.2 0.2
S -2.301 4.660 -2.494 0.3 -0.1 -0.1
N -0.814 4.950 -1.904 -0.4 -0.2 -0.2
C -0.106 3.867 -2.180 0.3 -1.0 -0.2
C 1.274 3.648 -1.850 -0.6 0.1 0.0
O 1.984 4.587 -1.184 -0.2 0.1 0.1
H -0.837 -1.048 1.779 0.1 0.0 0.3
H -0.323 0.441 2.648 -0.1 -0.4 -0.2
H -0.851 -0.937 3.608 -0.1 -0.1 -0.5
H 1.781 -0.278 2.771 0.1 -0.5 -0.2
H 1.324 -1.712 3.699 -0.2 0.1 -0.3
H 2.526 -3.695 1.352 0.1 0.3 0.1
H 2.981 -2.816 2.822 -0.2 0.3 -0.2
H 3.400 -2.029 -0.114 0.5 -0.2 0.2
H 4.700 -2.507 1.092 -0.1 0.3 -0.3
H 5.042 1.001 1.317 -0.3 -0.2 -0.2
H 5.766 -0.484 0.658 -0.3 0.1 0.1
H 4.273 -0.421 -1.294 0.3 0.5 -0.2
H 5.350 1.052 -1.170 -0.3 -0.2 0.0
H 3.877 1.820 -2.693 -0.4 0.1 0.2
H 3.759 3.179 -1.558 -0.1 -0.3 -0.1
H 0.740 -2.187 -1.158 0.3 0.3 0.3
H 1.449 -0.624 -0.497 -0.1 -0.4 -0.1
H 0.019 -0.622 -1.536 0.3 -0.1 0.2
H -0.305 -0.402 -3.978 -0.3 0.3 -0.2
H -2.298 -1.193 -3.241 0.1 0.4 0.0
H -3.770 0.323 -4.786 0.3 0.2 0.3
H -4.419 -0.182 -3.235 0.3 0.2 -0.2
H -3.844 1.462 -3.369 0.4 -0.2 -0.4
H 1.383 5.276 -0.862 0.0 -0.1 -0.2
C -5.266 -2.998 3.787 -0.5 0.6 0.4
C -4.056 -2.342 4.365 1.0 -1.1 -0.6
O -2.939 -2.731 4.295 -0.2 0.0 0.0
N -4.192 -1.052 5.123 -0.5 0.2 0.1
C -4.641 0.123 4.287 -0.1 0.2 0.1
H -5.240 -2.904 2.701 0.1 -0.1 0.0
H -5.262 -4.050 4.067 0.1 0.0 -0.1
H -6.181 -2.539 4.164 -0.1 -0.1 -0.1
H -4.851 -1.202 5.891 0.2 0.2 0.1
H -3.251 -0.908 5.498 -0.1 0.1 0.1
H -5.629 0.427 4.621 0.0 0.0 -0.1
H -4.664 -0.157 3.237 0.1 0.0 0.0
H -3.933 0.932 4.440 0.0 0.0 -0.1


15
Properties=species:S:1:pos:R:3:forces:R:3 method="wB97M-V/def2-TZVPD" e_homo_ev=-9.15 gap_ev=10.0 total_charge=0 de_lowest_ev=0.617
C 0.034 1.702 1.048 0.0 0.2 0.1
C -0.768 0.552 0.476 -0.2 0.0 0.1
O -1.965 0.458 0.710 0.2 0.1 0.1
N -0.118 -0.377 -0.277 -0.3 0.0 0.1
C -0.895 -1.513 -0.743 0.1 -0.1 -0.1
C 1.302 -0.348 -0.519 0.4 0.0 -0.1
H 0.842 2.072 0.410 -0.2 -0.1 0.0
H -0.677 2.505 1.244 0.1 -0.1 0.0
H 0.469 1.401 2.009 0.0 0.0 -0.2
H -0.581 -1.793 -1.754 -0.1 0.1 0.1
H -1.937 -1.198 -0.728 0.1 -0.3 -0.1
H -0.755 -2.383 -0.086 -0.1 0.1 -0.1
H 1.584 0.468 -1.196 0.0 -0.1 0.1
H 1.878 -0.262 0.408 0.0 0.0 -0.1
H 1.586 -1.285 -1.002 0.0 0.1 0.1


53
Properties=species:S:1:pos:R:3:forces:R:3 method="wB97M-V/def2-TZVPD" e_homo_ev=-10.06 gap_ev=9.9 total_charge=0
O 0.279 -3.556 1.855 -0.2 -1.2 0.6
S 0.477 -2.441 0.999 0.0 0.5 -0.5
O -0.896 -1.540 1.216 0.7 0.3 0.2
C -0.750 -0.209 1.723 -0.5 0.1 -0.3
C -2.119 0.452 1.804 0.5 0.0 -0.3
C -2.362 1.398 0.633 0.3 0.0 0.6
O -1.939 2.718 0.964 0.0 0.3 0.0
O 1.605 -1.549 1.772 -0.2 -0.1 -0.5
C 2.462 -0.806 0.865 0.2 0.6 0.5
B 2.592 0.678 1.424 0.3 -0.4 -0.2
O 2.744 1.765 0.576 -0.9 0.2 0.0
O 2.544 0.850 2.769 -0.9 0.1 0.1
H -0.243 -0.205 2.675 0.2 -0.2 0.3
H -0.155 0.367 1.009 0.3 0.1 -0.1
H -2.892 -0.301 1.868 -0.1 -0.2 0.1
H -2.121 1.051 2.705 -0.4 0.1 0.3
H -3.416 1.431 0.407 -0.3 0.3 -0.2
H -1.796 1.084 -0.238 -0.2 -0.4 -0.4
H -0.994 2.696 1.165 -0.3 0.0 -0.1
H 2.086 -0.828 -0.153 -0.2 0.0 -0.2
H 3.440 -1.276 0.839 0.2 -0.3 0.0
H 1.861 2.044 0.284 0.6 0.1 -0.4
H 2.010 1.642 2.942 0.8 0.1 0.4
C 8.134 -5.354 -1.808 -0.2 -0.1 0.2
C 7.734 -3.894 -1.843 0.3 -0.1 -0.2
O 6.457 -3.672 -1.224 0.0 0.0 0.0
C 6.455 -3.692 0.107 -0.1 0.0 -0.1
O 7.410 -3.851 0.821 0.0 0.0 0.0
O 5.200 -3.495 0.519 0.0 0.0 0.0
C 5.026 -3.565 1.938 -0.2 0.1 0.2
H 7.356 -5.972 -2.257 0.0 0.0 -0.1
H 9.063 -5.503 -2.357 0.0 0.0 0.0
H 8.281 -5.697 -0.786 0.1 0.1 0.0
H 7.615 -3.565 -2.873 -0.2 0.1 0.0
H 8.487 -3.260 -1.377 -0.1 0.0 0.1
H 5.700 -2.882 2.450 0.1 -0.1 0.0
H 5.181 -4.581 2.293 0.1 0.0 0.0
H 3.999 -3.271 2.144 0.0 0.0 -0.1
C -6.666 6.043 -1.147 -0.2 -0.1 0.1
C -5.688 5.094 -1.806 0.1 0.4 -0.1
O -5.905 3.733 -1.403 0.1 -0.1 0.0
C -6.951 3.128 -1.962 0.0 0.0 0.1
O -7.705 3.604 -2.769 0.0 0.0 0.0
O -7.020 1.889 -1.467 0.0 0.0 0.0
C -8.151 1.140 -1.919 -0.1 -0.2 0.0
H -6.630 5.933 -0.063 0.1 0.1 0.0
H -6.423 7.074 -1.405 0.0 0.0 0.0
H -7.687 5.841 -1.467 0.0 0.0 -0.1
H -4.673 5.328 -1.490 0.0 -0.2 0.1
H -5.724 5.170 -2.892 -0.1 -0.1 0.0
H -8.196 1.118 -3.005 0.0 0.1 0.0
H -9.069 1.562 -1.515 0.0 0.1 -0.1
H -8.023 0.129 -1.543 0.1 0.0 0.1


40
Properties=species:S:1:pos:R:3:forces:R:3 method="wB97M-V/def2-TZVPD" e_homo_ev=-8.99 gap_ev=8.2 total_charge=0
N -4.433 2.446 -2.262 0.1 0.0 -0.1
C -3.113 2.048 -1.751 -0.1 -0.1 -0.3
C -2.780 0.609 -2.172 0.3 -0.1 0.2
C -2.714 -0.371 -0.999 0.1 0.3 0.0
C -1.669 0.020 0.075 -0.1 -0.2 -0.2
C -0.586 -1.060 0.289 -0.4 0.9 0.1
C 0.823 -0.559 0.615 1.2 -0.5 0.6
N 1.444 0.269 -0.408 -1.1 0.1 -0.2
C 1.158 0.339 -1.572 0.3 -0.2 0.1
S 0.919 0.334 -3.115 0.0 0.2 -0.1
C 1.782 -1.829 0.697 0.6 -0.1 -0.2
F 1.093 -3.001 0.549 -0.5 0.1 0.0
C 2.934 -1.944 -0.314 0.2 -0.5 -0.1
C 4.178 -1.144 0.028 0.0 0.8 -0.2
O 4.376 0.002 -0.198 -0.1 -0.6 0.1
Br 5.566 -2.216 0.878 0.0 0.0 0.0
O 2.359 -1.897 1.962 0.7 0.7 -0.3
C 2.009 -0.888 2.812 -1.2 -0.5 0.8
Br 3.505 -0.131 3.750 0.3 0.0 -0.2
Br 1.026 -1.898 4.242 0.9 -0.9 0.3
C 1.062 0.125 2.033 -0.7 -0.3 0.7
I -0.703 0.370 3.298 -0.8 1.1 -0.8
C 1.567 1.587 1.920 0.3 -0.2 0.1
F 0.773 2.281 1.112 -0.3 0.2 -0.4
F 2.812 1.657 1.467 0.3 0.0 -0.5
F 1.563 2.225 3.086 0.1 0.1 0.5
H -4.500 2.172 -3.236 0.0 0.0 0.0
H -4.510 3.457 -2.264 -0.1 0.0 0.1
H -2.317 2.708 -2.116 0.0 0.1 0.1
H -3.134 2.127 -0.663 0.0 0.0 0.0
H -1.810 0.604 -2.669 0.0 0.0 -0.1
H -3.511 0.249 -2.899 -0.1 0.1 0.0
H -3.706 -0.385 -0.544 0.0 -0.2 0.0
H -2.486 -1.372 -1.373 -0.2 -0.1 0.0
H -2.212 0.154 1.003 0.1 0.2 0.1
H -1.213 0.985 -0.156 0.0 0.0 -0.1
H -0.526 -1.659 -0.620 0.2 -0.2 0.1
H -0.880 -1.692 1.127 0.0 -0.3 -0.2
H 3.219 -2.994 -0.276 -0.1 0.0 0.0
H 2.635 -1.726 -1.337 -0.1 0.2 0.0